# 1
The following is a DFT calculation (ωB97M-V/def2-TZVPD) of an isolated molecule of C9H13BO2 at a distorted geometry.

Summary:
relative energy (zero: lowest compared OMol25 entry of this formula, charge and spin): 176.79 kJ/mol
HOMO energy: -0.3203 Eh
DFT total energy: -14316.4427 eV
Kohn-Sham gap: 0.3287 Eh
SMILES: CC(C)(B(O)O)c1ccccc1

Last column: Löwdin charge in e.
Positions of all 25 atoms, in Å:
C1 -1.649 0.760 -0.473  -0.030
H1 -1.373 1.727 -0.919  0.116
H2 1.231 2.410 -1.118  0.087
H3 0.160 1.505 1.672  0.065
H4 -4.407 -1.186 0.186  0.122
C2 0.835 0.446 -0.078  -0.361
H5 1.796 1.888 1.362  0.085
H6 -2.497 -2.880 0.592  0.110
O1 1.889 -1.374 -1.558  0.172
H7 0.354 1.260 -1.940  0.031
H8 2.166 -2.232 -1.964  0.141
C3 -0.910 -1.466 0.325  0.000
H9 -3.788 1.097 -0.255  0.101
B1 1.757 -0.968 -0.273  -0.675
C4 1.046 1.118 1.271  -0.027
H10 2.521 -2.483 0.207  0.094
C5 -0.568 -0.139 -0.123  -0.148
H11 2.012 0.990 -1.782  0.082
H12 -0.178 -2.201 0.455  0.079
C6 -3.293 -0.942 0.219  -0.107
C7 -2.277 -1.852 0.223  -0.109
H13 1.364 0.319 1.936  0.081
C8 -2.936 0.412 -0.118  -0.088
O2 2.327 -1.698 0.687  0.216
C9 1.114 1.353 -1.285  -0.037

# 2
The following is a DFT calculation (ωB97M-V/def2-TZVPD) of a cluster of 2 separate species, C29H58F8N3O3SSi in total at a distorted geometry.

Summary:
HOMO energy: -0.4195 Eh
DFT total energy: -82071.7525 eV
Kohn-Sham gap: 0.3033 Eh
net charge: +1

Last column: Löwdin charge in e.
Positions of all 103 atoms, in Å:
H1 -6.872 3.815 2.682  0.040
F1 -7.138 -4.450 0.617  0.130
H2 10.687 -2.979 1.704  0.062
C1 -3.189 -3.002 -1.524  -0.138
H3 -3.839 -3.219 -0.682  0.060
N1 -2.732 1.769 0.601  -0.012
H4 11.441 -1.068 -0.495  0.092
Si1 -5.077 2.246 2.117  0.567
N2 -4.097 -0.560 0.108  0.138
H5 4.927 2.299 -0.598  0.100
H6 -3.776 -2.540 -2.322  0.086
H7 4.903 5.335 -0.907  0.106
C2 11.281 -0.397 1.569  -0.205
C3 0.247 1.221 -1.471  -0.179
H8 8.298 0.075 1.326  0.104
C4 4.592 3.238 -1.041  -0.210
H9 -4.345 -0.665 1.099  0.160
C5 -8.659 -7.309 -3.398  -0.304
H10 -6.528 -0.372 -0.065  0.081
H11 -0.368 1.794 0.509  0.115
H12 4.641 4.851 1.353  0.104
H13 -4.533 -1.348 -0.376  0.140
F2 -6.927 -6.209 -0.646  0.169
H14 12.205 0.054 1.935  0.101
H15 6.336 3.474 2.649  0.098
C6 -9.494 -5.932 -1.319  -0.022
H16 -2.178 -0.750 0.992  0.147
H17 9.134 2.914 1.475  0.102
C7 3.083 3.423 -0.809  -0.208
H18 -6.789 -3.003 -1.423  0.166
C8 -6.618 3.257 1.780  -0.175
F3 -6.702 -4.360 -2.855  0.131
H19 -4.817 0.283 3.656  0.037
C9 5.429 4.433 -0.577  -0.220
H20 6.311 5.316 1.189  0.110
C10 -6.529 -4.056 -1.569  -0.267
H21 -6.451 0.891 3.668  0.048
H22 2.779 2.932 0.121  0.111
H23 -2.890 2.908 3.103  0.023
O1 -8.694 -4.834 -0.887  0.055
N3 -6.210 0.587 -0.169  0.082
H24 7.382 2.792 0.002  0.103
H25 9.184 0.456 2.793  0.099
H26 -9.281 -6.836 -0.749  0.151
H27 -5.942 -0.155 2.364  0.005
H28 -2.314 1.150 -1.381  0.152
H29 -4.381 2.762 -0.192  0.127
H30 -2.460 1.509 1.542  0.097
H31 10.171 0.586 -0.020  0.104
H32 -2.669 -3.869 -1.924  0.105
C11 -9.560 -6.208 -2.828  -0.445
H33 -6.686 0.953 -0.986  0.107
C12 -7.364 -4.943 -0.633  -0.550
H34 1.114 0.558 -1.458  0.111
H35 5.094 2.582 1.763  0.100
H36 10.139 -2.893 0.012  0.065
H37 0.501 3.296 -0.768  0.104
O2 -0.936 -2.529 -0.293  -0.284
H38 2.406 3.387 -2.834  0.111
C13 11.002 -2.809 0.674  -0.110
C14 -5.612 0.665 3.007  -0.174
O3 -1.384 -1.265 -2.305  -0.266
H39 12.772 -1.572 0.531  0.095
H40 -10.506 -5.636 -1.049  0.152
H41 -7.431 2.567 1.555  0.027
C15 0.764 2.673 -1.625  -0.188
H42 -4.200 2.939 4.311  0.043
C16 10.355 0.730 1.047  -0.201
C17 11.690 -1.439 0.500  -0.251
C18 -3.933 3.171 3.280  -0.157
H43 6.706 1.386 0.779  0.095
C19 8.992 0.792 1.770  -0.203
H44 10.813 -0.898 2.417  0.092
F4 -5.199 -4.231 -1.277  0.014
C20 2.272 2.772 -1.940  -0.214
H45 -4.070 4.241 3.119  0.042
S1 -1.909 -1.848 -1.105  0.666
F5 -10.835 -6.611 -3.079  0.115
C21 -4.759 0.702 -0.351  -0.330
H46 4.737 3.132 -2.122  0.111
H47 10.873 1.679 1.194  0.100
H48 -0.317 0.940 -2.358  0.094
H49 -8.885 -8.275 -2.940  0.176
H50 2.681 1.791 -2.197  0.109
C22 -4.194 1.888 0.444  -0.298
H51 2.826 4.484 -0.800  0.115
C23 5.979 3.211 1.651  -0.200
C24 8.377 2.209 1.828  -0.193
F6 -8.870 -7.395 -4.725  0.112
H52 -4.576 0.838 -1.418  0.159
H53 -6.469 3.936 0.939  0.035
H54 11.694 -3.614 0.423  0.063
C25 -0.543 0.965 -0.176  -0.122
F7 -7.356 -7.010 -3.200  0.091
H55 0.249 3.105 -2.488  0.103
C26 5.603 4.520 0.944  -0.206
C27 -2.577 -0.552 -0.001  -0.216
F8 -9.361 -5.055 -3.504  0.133
H56 8.172 2.451 2.872  0.099
H57 6.389 4.446 -1.097  0.102
C28 -2.087 0.874 -0.351  -0.310
H58 -0.209 0.050 0.322  0.111
C29 7.101 2.387 0.975  -0.199

# 3
The following is a DFT calculation (ωB97M-V/def2-TZVPD) of a cluster of 2 separate species, C6H15NO in total at a distorted geometry.

Summary:
relative energy (zero: lowest compared OMol25 entry of this formula, charge and spin): 205.32 kJ/mol
HOMO energy: -0.3179 Eh
DFT total energy: -10001.6292 eV
Kohn-Sham gap: 0.3478 Eh
SMILES: CC[C@H](C)O.[H]/N=C\C

Last column: Löwdin charge in e.
Positions of all 23 atoms, in Å:
C1 -0.451 2.838 -1.036  -0.061
H1 1.760 0.382 0.459  0.073
H2 0.021 -3.423 0.209  0.075
H3 1.967 1.807 -1.238  0.091
C2 -0.617 -0.807 -0.434  -0.187
C3 0.433 2.118 -0.080  -0.257
H4 -0.955 -1.657 -1.030  0.083
H5 0.067 -2.575 1.774  0.076
H6 1.420 -1.621 -0.811  0.122
H7 -0.041 2.831 -2.047  0.082
H8 0.057 1.931 0.920  0.119
C4 0.885 -1.438 0.138  -0.471
H9 -1.433 2.369 -1.046  0.073
H10 -0.516 0.000 -1.161  0.063
H11 -1.166 -0.202 1.586  0.067
H12 -2.259 -1.357 0.881  0.069
H13 1.551 -3.231 1.096  0.076
O1 1.580 -0.599 0.952  -0.125
H14 -0.573 3.872 -0.708  0.085
H15 -2.315 0.312 0.374  0.056
C5 -1.635 -0.493 0.648  -0.135
C6 0.603 -2.757 0.844  -0.066
N1 1.616 1.700 -0.289  0.094

# 4
The following is a DFT calculation (ωB97M-V/def2-TZVPD) of a structure of composition C19H40MnN3O4PSSb at a distorted geometry.

Summary:
HOMO energy (spin up / spin down): -0.3654 / -0.3706 Eh
DFT total energy: -90992.2339 eV
⟨S²⟩: 8.757
Kohn-Sham gap (spin up / spin down): 0.2874 / 0.2836 Eh
net charge: +1
2S+1: 6

Last column: Löwdin charge in e.
Positions of all 70 atoms, in Å:
H1 1.325 5.075 0.387  0.087
Sb1 -2.483 0.308 -0.155  1.405
H2 -0.537 0.547 4.288  0.119
O1 0.747 1.757 0.163  -0.361
H3 -3.559 -1.064 1.875  0.034
O2 2.505 1.384 1.991  -0.274
H4 -3.424 3.482 -2.497  0.073
H5 -0.280 3.430 -0.329  0.112
H6 2.253 3.809 -0.438  0.085
Mn1 0.012 -0.675 -0.263  0.429
H7 4.122 -0.860 1.775  0.073
H8 1.561 0.322 -5.191  0.103
C1 -4.670 0.806 2.038  -0.179
H9 -5.740 -1.256 -2.141  0.074
H10 4.541 0.158 3.165  0.086
H11 0.365 -1.639 3.472  0.051
H12 -5.380 0.437 -1.820  0.058
H13 1.989 -0.937 3.386  0.055
H14 -5.679 -0.682 -0.481  0.056
H15 3.804 0.997 -4.038  0.093
C2 1.197 -0.155 -3.210  -0.575
C3 -3.736 -0.934 -1.420  -0.408
H16 -2.629 0.281 2.522  0.030
C4 2.116 -3.380 -0.883  -0.148
H17 2.776 -2.772 -1.493  0.095
S1 -1.153 -2.576 1.017  0.576
H18 1.688 -6.502 0.299  0.114
C5 0.415 3.141 0.458  -0.239
C6 0.171 -3.480 0.360  -0.761
C7 1.641 4.033 0.436  -0.060
O3 0.166 0.915 2.421  -0.305
H19 -3.582 -1.953 -1.063  0.036
H20 -0.367 -5.373 1.192  0.106
H21 -5.451 0.553 1.322  0.051
C8 0.428 0.498 3.788  -0.238
C9 1.501 -5.453 0.108  -0.055
H22 -3.293 -0.866 -2.416  0.043
H23 -1.954 2.505 -2.405  0.055
H24 3.469 -0.617 -4.698  0.090
H25 -3.489 1.754 -2.837  0.057
C10 3.626 -0.049 -3.780  -0.059
H26 1.091 1.235 4.242  0.117
H27 -4.485 1.879 1.972  0.064
C11 1.027 -0.892 3.906  -0.074
C12 -3.028 2.510 -2.199  -0.194
H28 -2.879 2.998 -0.085  0.043
N1 2.503 -0.210 -2.877  0.033
O4 0.302 -0.351 -2.362  -0.093
H29 -0.095 0.133 -4.736  0.126
H30 4.342 2.193 1.673  0.124
H31 2.243 3.901 1.333  0.071
H32 2.676 -0.345 -1.898  0.116
C13 -3.314 2.230 -0.726  -0.420
N2 0.877 0.115 -4.487  0.213
C14 0.369 -4.844 0.604  -0.089
C15 3.834 1.256 1.453  -0.278
H33 5.614 0.104 1.764  0.085
N3 1.032 -2.766 -0.394  -0.053
H34 -0.093 3.182 1.421  0.119
C16 -5.217 -0.580 -1.462  -0.173
C17 -3.393 0.011 1.792  -0.411
H35 1.195 -1.129 4.956  0.091
C18 2.402 -4.706 -0.649  -0.071
H36 4.519 -0.442 -3.303  0.092
H37 -4.385 2.192 -0.532  0.044
P1 1.252 0.681 1.259  0.722
H38 -5.055 0.595 3.037  0.074
H39 3.781 1.142 0.365  0.104
H40 3.304 -5.147 -1.050  0.104
C19 4.571 0.088 2.078  -0.070